Entry 1:
ORCA calculation (ωB97M-V/def2-TZVPD) on a structure of composition C50H71F3KN3O4P2Se2.

Each line ends with the Mulliken charge.
Cartesian coordinates (Å):
1 K -0.0783 1.1880 -0.2968  0.60
2 C 2.1192 -6.4727 -0.7603  -1.85
3 C 0.8985 -5.9229 -0.0111  2.18
4 C -0.3508 -6.2408 -0.8394  -1.97
5 C 0.7603 -6.6306 1.3473  -1.60
6 C 1.0643 -4.4249 0.2187  -0.39
7 C 0.1179 -3.5026 -0.1540  0.10
8 C 0.2885 -2.1283 0.0904  -1.97
9 N -0.6362 -1.2243 -0.2449  0.71
10 C -1.9338 -1.4641 -0.2426  -0.51
11 C -2.5349 -2.4832 0.5362  -0.15
12 C -3.8823 -2.6867 0.5402  -0.41
13 C -4.6836 -1.8498 -0.2823  -0.34
14 C -4.1909 -0.8285 -1.0443  -0.03
15 C -2.7563 -0.5703 -1.0670  0.32
16 O -2.1964 0.2821 -1.7711  -0.44
17 C -5.0884 0.1035 -1.8445  2.43
18 C -4.6546 0.0750 -3.3165  -1.70
19 C -6.5726 -0.2794 -1.7594  -2.50
20 C -4.9166 1.5254 -1.2946  -1.14
21 C -4.5339 -3.7831 1.3745  2.13
22 C -3.5312 -4.5383 2.2561  -2.03
23 C -5.1833 -4.7981 0.4230  -1.67
24 C -5.6046 -3.1786 2.2913  -1.88
25 C 1.5287 -1.6015 0.6502  -0.13
26 O 1.6731 -0.3603 0.7721  0.36
27 C 2.4759 -2.5967 1.0849  -0.31
28 C 2.2056 -3.9313 0.8733  -0.54
29 C 3.7929 -2.2570 1.7826  2.79
30 C 4.0516 -0.7634 1.9752  -1.64
31 C 3.7780 -2.8988 3.1792  -2.00
32 C 4.9759 -2.8089 0.9739  -1.97
33 H 2.0018 -7.5370 -0.9623  0.48
34 H 3.0302 -6.3351 -0.1842  0.31
35 H 2.2370 -5.9503 -1.7072  0.37
36 H -0.4348 -7.3169 -0.9907  0.46
37 H -0.3035 -5.7612 -1.8139  0.38
38 H -1.2485 -5.9004 -0.3300  0.15
39 H 0.6421 -7.7077 1.2152  0.48
40 H -0.1129 -6.2488 1.8734  0.23
41 H 1.6340 -6.4560 1.9708  0.29
42 H -0.7638 -3.7757 -0.7156  0.87
43 H -1.8758 -3.0319 1.1934  1.01
44 H -5.7485 -2.0293 -0.2713  0.48
45 H -4.7084 -0.9368 -3.7192  0.32
46 H -3.6338 0.4368 -3.3963  0.25
47 H -5.2924 0.7247 -3.9141  0.46
48 H -6.7384 -1.2893 -2.1318  0.42
49 H -7.1603 0.4058 -2.3697  0.45
50 H -6.9351 -0.2130 -0.7355  0.39
51 H -3.9053 1.8692 -1.4921  -0.12
52 H -5.0889 1.5413 -0.2192  0.27
53 H -5.6152 2.2108 -1.7729  0.50
54 H -2.7599 -5.0168 1.6570  0.20
55 H -4.0516 -5.3177 2.8140  0.48
56 H -3.0561 -3.8674 2.9672  0.36
57 H -4.4256 -5.2450 -0.2176  0.28
58 H -5.9219 -4.3145 -0.2105  0.31
59 H -5.6725 -5.5942 0.9844  0.49
60 H -5.1567 -2.4261 2.9358  0.38
61 H -6.0571 -3.9505 2.9154  0.48
62 H -6.3906 -2.7020 1.7122  0.33
63 H 2.9385 -4.6544 1.2080  0.30
64 H 3.3000 -0.3135 2.6169  -0.03
65 H 4.0345 -0.2451 1.0241  0.05
66 H 5.0335 -0.6259 2.4329  0.71
67 H 2.9370 -2.5139 3.7526  0.33
68 H 4.6960 -2.6543 3.7116  0.50
69 H 3.6893 -3.9822 3.1271  0.33
70 H 4.9928 -2.3462 -0.0098  0.32
71 H 4.9219 -3.8876 0.8492  0.32
72 H 5.9098 -2.5743 1.4834  0.51
73 C 4.0107 4.3914 -0.6478  -1.52
74 P 2.9018 2.9260 -0.4266  1.24
75 C 3.2903 2.6300 1.3429  -0.83
76 C 3.9296 1.6457 -1.2423  -0.30
77 C 5.2151 1.2904 -0.8633  -0.50
78 C 5.8849 0.2735 -1.5234  -0.73
79 C 5.2644 -0.3999 -2.5622  -0.67
80 C 3.9836 -0.0477 -2.9524  -0.69
81 C 3.3140 0.9841 -2.3092  0.11
82 P 1.6046 1.5231 -2.6350  1.31
83 C 1.0712 0.4154 -3.9924  -1.77
84 C 1.9812 3.0126 -3.6390  -1.23
85 H 4.9974 4.2241 -0.2123  0.43
86 H 3.5309 5.2348 -0.1493  0.36
87 H 4.1210 4.6226 -1.7064  0.43
88 H 4.3566 2.5093 1.5289  0.55
89 H 2.7565 1.7433 1.6657  -0.45
90 H 2.9240 3.4945 1.8936  0.48
91 H 5.6981 1.7901 -0.0334  0.30
92 H 6.8856 -0.0087 -1.2166  0.39
93 H 5.7773 -1.2099 -3.0669  0.39
94 H 3.4943 -0.5987 -3.7428  0.34
95 H 1.7155 0.4580 -4.8740  0.44
96 H 0.0685 0.7583 -4.2473  0.34
97 H 0.9893 -0.6034 -3.6170  0.38
98 H 2.7937 2.8185 -4.3436  0.40
99 H 2.2411 3.8397 -2.9813  0.17
100 H 1.0678 3.2664 -4.1732  0.39
101 O -0.7732 7.7565 -3.2364  -0.59
102 C -1.6747 7.2252 -2.2942  -1.53
103 C -1.4261 5.7489 -1.9155  3.60
104 C -2.5127 5.3598 -0.8821  -1.22
105 O -2.0618 4.6261 0.2228  -0.58
106 C -1.5847 4.9207 -3.1912  -1.78
107 Se -1.6699 2.9606 -2.9748  -0.31
108 C -0.0104 5.5494 -1.3882  -2.66
109 Se 0.4909 6.6076 0.1948  -0.59
110 H 0.0883 7.7721 -2.8023  0.36
111 H -2.6683 7.3222 -2.7501  0.49
112 H -1.6585 7.8320 -1.3799  0.46
113 H -3.2713 4.7397 -1.3711  0.38
114 H -3.0143 6.2732 -0.5152  0.17
115 H -1.3025 5.1206 0.5827  0.12
116 H -0.7739 5.1387 -3.8907  0.39
117 H -2.5282 5.1930 -3.6740  0.50
118 H 0.7139 5.8282 -2.1585  0.83
119 H 0.1609 4.5012 -1.1293  0.30
120 N -2.5086 1.9154 1.1107  0.35
121 C -2.6237 0.8454 1.5332  -0.50
122 H -2.3881 2.8360 0.7149  0.47
123 F 3.5012 3.7046 6.0160  -0.29
124 C 2.7399 2.6007 5.9312  0.85
125 F 3.5902 1.5597 5.9979  -0.26
126 F 2.0419 2.5585 7.0950  -0.29
127 C 1.8487 2.5628 4.7297  0.72
128 C 1.4385 3.7352 4.1055  -0.90
129 C 0.5939 3.6186 3.0075  -0.17
130 N 0.1585 2.4581 2.5520  0.23
131 C 0.5502 1.3479 3.1526  -0.05
132 C 1.4014 1.3367 4.2456  -1.07
133 H 1.7792 4.6974 4.4516  0.48
134 H 0.2635 4.4977 2.4721  0.09
135 H 0.1639 0.4340 2.7332  0.26
136 H 1.7140 0.4155 4.7104  0.37

Computed properties:
- LUMO level: 2.944 eV
- Energy relative to the best compared isomer or geometry (same formula, charge and spin): 31.82 kcal/mol
- Total charge: -2
- Multiplicity: 1



Entry 2:
ORCA calculation (ωB97M-V/def2-TZVPD) on a structure of composition C50H73B3BeCsF6NNa2O20S.

Each line ends with the Mulliken charge.
Cartesian coordinates (Å):
1 C -4.2575 1.7257 0.9953  -1.01
2 C -3.6024 2.5532 -0.2492  0.90
3 C -2.6575 3.8134 0.2205  -0.87
4 C -1.1427 3.3617 0.6529  -0.42
5 C -0.0128 4.1828 -0.2171  0.05
6 C 1.3346 4.5331 0.6702  -0.79
7 C 2.6248 3.6019 0.2846  -0.23
8 C 3.5936 4.2918 -0.8746  -0.73
9 C 3.1255 3.6331 -2.2888  1.09
10 C 4.1430 3.9038 -3.5460  -1.03
11 C 3.3775 3.6876 -4.9922  0.12
12 C 3.0031 2.0826 -5.0477  0.47
13 S 4.0948 1.3753 -6.4396  -0.14
14 O 1.6248 1.8116 -5.4581  -0.40
15 C 0.7034 1.7538 -4.3180  -0.45
16 N -0.0818 3.0729 -4.3576  0.20
17 C -0.3262 0.4513 -4.4423  0.97
18 C 0.5822 -0.8781 -4.6108  -1.61
19 C 1.9860 -0.8661 -3.7238  1.82
20 C 2.2019 -2.4316 -3.2053  -0.89
21 C 3.3944 -2.5791 -2.0796  -0.40
22 C 2.9593 -2.0083 -0.5969  -0.19
23 C 1.8342 -2.9959 0.0759  -0.24
24 C 1.3849 -2.4401 1.5607  -0.91
25 O -1.2328 0.5060 -3.3085  0.35
26 C -1.0496 -0.5539 -2.3282  -0.39
27 C -1.2503 0.7891 -5.7824  -0.15
28 C -1.6142 -0.5359 -6.6660  -1.39
29 C -2.6998 1.4778 -5.3846  0.00
30 C -3.8782 0.3595 -5.1086  -0.66
31 H -5.4249 1.8537 0.9434  0.26
32 H -3.8329 2.0586 2.0469  0.20
33 H -3.9917 0.5883 0.8338  0.32
34 H -2.9809 1.8954 -0.9812  -0.47
35 H -4.4880 3.0214 -0.8545  0.01
36 H -2.5585 4.5873 -0.6685  0.38
37 H -3.1420 4.3720 1.1429  0.15
38 H -0.9898 3.6562 1.7770  0.35
39 H -1.0210 2.2014 0.5937  0.24
40 H 0.2414 3.5978 -1.1914  -0.38
41 H -0.4493 5.2327 -0.5380  0.40
42 H 1.1259 4.3682 1.8007  0.38
43 H 1.6240 5.6538 0.4520  0.27
44 H 3.2872 3.5344 1.2412  0.40
45 H 2.3233 2.5418 -0.1001  -0.08
46 H 3.4899 5.4519 -0.8484  0.38
47 H 4.7198 4.0165 -0.6877  0.31
48 H 2.0771 4.0276 -2.6049  -0.31
49 H 3.1202 2.4608 -2.1295  -0.31
50 H 4.5495 4.9963 -3.4072  0.40
51 H 5.0553 3.1748 -3.5572  0.17
52 H 4.1808 3.9581 -5.8144  -0.03
53 H 2.4559 4.3868 -5.1099  0.27
54 H 3.3488 1.5308 -4.0842  -0.24
55 H 3.2699 1.2342 -7.5741  0.24
56 H 1.2515 1.7782 -3.2697  -0.43
57 H 0.5736 3.8636 -4.1866  0.37
58 H -0.7034 3.0667 -3.5059  0.04
59 H 0.0043 -1.8979 -4.5056  0.37
60 H 0.9665 -0.8761 -5.7306  0.34
61 H 2.9053 -0.6311 -4.4008  -0.55
62 H 1.9107 -0.2249 -2.7597  -0.75
63 H 2.3704 -3.0688 -4.1700  0.24
64 H 1.1905 -2.7628 -2.7060  0.17
65 H 3.5436 -3.7434 -1.9304  0.36
66 H 4.4262 -2.1398 -2.4308  0.28
67 H 2.4817 -0.9416 -0.7357  -0.20
68 H 3.9328 -1.9974 0.0422  0.38
69 H 0.8499 -3.0247 -0.5653  0.16
70 H 2.2086 -4.1018 0.1497  0.21
71 H 1.9865 -3.0624 2.3546  0.20
72 H 0.2392 -2.5459 1.7241  0.28
73 H 1.7237 -1.3197 1.6300  0.25
74 H 0.0002 -0.5385 -1.7833  0.01
75 H -1.3170 -1.6344 -2.7254  0.28
76 H -1.8301 -0.3518 -1.4625  0.20
77 H -0.7342 1.5430 -6.5061  0.21
78 H -2.4332 -0.2680 -7.4711  0.35
79 H -1.8665 -1.4850 -6.0467  0.23
80 H -0.6469 -0.7861 -7.2990  0.36
81 H -3.0404 2.0455 -6.3659  0.05
82 H -2.6197 2.2949 -4.5632  0.12
83 H -4.7227 0.7639 -4.4153  -0.07
84 H -4.3820 0.0225 -6.1209  0.36
85 H -3.4569 -0.6072 -4.5756  0.14
86 B 3.8736 -7.0625 2.8045  1.20
87 O 4.0989 -6.8412 1.3714  -0.58
88 C 4.6079 -5.6097 1.2423  0.70
89 O 4.9134 -5.1044 0.1775  -0.67
90 C 4.7328 -4.9925 2.5441  0.61
91 O 5.1616 -3.8759 2.7692  -0.61
92 O 4.3019 -5.8378 3.4892  -0.52
93 O 2.4595 -7.3494 3.0756  -0.45
94 C 2.4102 -8.5562 3.6508  0.60
95 O 1.3821 -9.1036 4.0068  -0.63
96 C 3.7473 -9.0931 3.7772  0.56
97 O 4.0434 -10.1727 4.2588  -0.60
98 O 4.6340 -8.2244 3.2819  -0.51
99 Cs 5.2736 -1.4370 -3.8402  1.07
100 Na -4.9985 1.9799 -2.9161  0.90
101 F -5.1052 3.6541 7.8756  -0.25
102 C -5.2818 3.7087 6.5502  0.19
103 C -4.2578 4.1929 5.7437  -0.25
104 C -4.4397 4.2454 4.3633  -0.54
105 C -5.6478 3.8230 3.8043  -0.28
106 C -6.6712 3.3432 4.6230  -0.51
107 C -6.4857 3.2804 6.0025  -0.45
108 H -3.3293 4.5243 6.1967  0.62
109 H -3.6430 4.6150 3.7235  0.36
110 H -5.7903 3.8686 2.7274  0.51
111 H -7.6119 3.0190 4.1862  0.37
112 H -7.2668 2.9022 6.6530  0.41
113 O -2.4467 -12.1650 8.3060  -0.53
114 C -1.7775 -12.1953 7.2809  0.72
115 O -0.6380 -12.9196 7.2326  -0.38
116 C 0.1202 -13.1644 6.0380  -0.59
117 C 1.0662 -12.0141 5.7525  -0.50
118 C -2.1626 -11.3608 6.0933  -0.87
119 H -0.5378 -13.3909 5.1941  0.43
120 H 0.7048 -14.0720 6.2244  0.32
121 H 0.5258 -11.0800 5.5766  0.17
122 H 1.6792 -12.2276 4.8697  0.07
123 H 1.7263 -11.8407 6.6078  0.53
124 H -1.8043 -10.3386 6.2426  0.26
125 H -3.2527 -11.3551 6.0144  0.31
126 H -1.7892 -11.7438 5.1467  0.30
127 B -1.4017 2.7661 10.7907  1.29
128 O -0.2378 3.6397 10.9726  -0.51
129 C -0.2481 4.5197 9.9626  0.37
130 O 0.5839 5.3941 9.8095  -0.56
131 C -1.3841 4.2658 9.1046  0.72
132 O -1.6779 4.8890 8.1011  -0.60
133 O -2.0855 3.2269 9.5771  -0.56
134 O -0.9905 1.3628 10.6619  -0.47
135 C -1.5864 0.6895 11.6526  0.70
136 O -1.4599 -0.5067 11.8408  -0.59
137 C -2.3881 1.5946 12.4465  0.48
138 O -3.0562 1.2945 13.4223  -0.81
139 O -2.2955 2.8334 11.9546  -0.47
140 F -1.8226 6.9728 -5.0843  -0.27
141 C -2.0261 6.5359 -6.3341  0.22
142 C -1.8728 5.1837 -6.6183  0.13
143 C -2.0890 4.7282 -7.9175  -0.37
144 C -2.4461 5.6317 -8.9210  -0.56
145 C -2.5926 6.9876 -8.6258  -0.43
146 C -2.3872 7.4417 -7.3247  -0.42
147 H -1.5866 4.4978 -5.8279  0.31
148 H -1.9792 3.6723 -8.1492  0.37
149 H -2.6102 5.2762 -9.9353  0.40
150 H -2.8664 7.6893 -9.4089  0.39
151 H -2.5052 8.4906 -7.0755  0.44
152 B 6.2088 4.0197 -8.1790  0.63
153 F 7.0412 4.7652 -9.0980  -0.34
154 F 6.6203 4.2980 -6.8180  -0.40
155 F 4.8244 4.4101 -8.3534  -0.41
156 F 6.3470 2.6008 -8.4442  -0.38
157 Na -4.8590 0.6592 12.6481  1.01
158 Be 3.3401 -13.3075 4.6651  0.83

Computed properties:
- LUMO level: -11.343 eV
- Total charge: +2
- Multiplicity: 1



no.,HOMO-LUMO gap (eV)
1,3.99
2,0.73